The following is a DFT calculation (ωB97M-V/def2-TZVPD) of a structure of composition C44H53I3N5O2W.

Properties
charge: +3
ΔE to the lowest compared entry with this formula, charge and spin: 1.769 eV
LUMO energy (spin up / spin down): -11.41 / -11.41 eV
Kohn-Sham gap (spin up / spin down): 4.13 / 4.13 eV

Atoms and positions in Å:
W: -0.3518 -0.3028 -1.3404
C: -4.8286 2.5286 3.1866
C: -4.2403 1.2542 3.8100
C: -3.3089 1.6388 4.9721
C: -5.3907 0.3994 4.3495
C: -3.4063 0.4969 2.7791
C: -2.6010 1.1966 1.8917
C: -1.8099 0.4870 0.9999
N: -0.8409 0.9553 0.0972
C: 0.1069 1.9404 0.3766
C: -0.0712 3.1894 0.9655
C: 1.0364 3.9863 1.1857
C: 2.3074 3.4618 0.8747
C: 2.5362 2.2272 0.2796
C: 1.3826 1.5170 -0.0544
O: 1.3634 0.3410 -0.7370
C: 3.9389 1.6780 0.0116
C: 5.0202 2.6287 0.5294
C: 4.0895 0.3357 0.7445
C: 4.1615 1.4744 -1.4939
C: 0.8948 5.3686 1.8189
C: -0.4852 5.9690 1.5214
C: 1.0605 5.2089 3.3391
C: 1.9660 6.3309 1.2893
C: -1.9124 -0.9130 0.9199
O: -1.1491 -1.4443 -0.0868
C: -2.6397 -1.6593 1.8381
C: -3.3774 -0.9070 2.7463
C: -2.5947 -3.1867 1.8580
C: -3.6300 -3.7683 2.8231
C: -2.8643 -3.7584 0.4539
C: -1.1923 -3.6169 2.3188
H: -5.5626 2.9604 3.8659
H: -4.0703 3.2963 3.0193
H: -5.3310 2.3181 2.2404
H: -3.8583 2.2312 5.7045
H: -2.9191 0.7528 5.4760
H: -2.4628 2.2336 4.6209
H: -6.0004 1.0031 5.0206
H: -6.0369 0.0377 3.5469
H: -5.0391 -0.4537 4.9312
H: -2.5730 2.2745 1.9188
H: -1.0592 3.5375 1.2244
H: 3.1679 4.0648 1.1192
H: 4.9063 2.8337 1.5947
H: 5.9967 2.1659 0.3897
H: 5.0275 3.5760 -0.0132
H: 3.9287 0.4576 1.8169
H: 3.3859 -0.4112 0.3731
H: 5.0995 -0.0493 0.5990
H: 4.0190 2.4075 -2.0431
H: 5.1852 1.1397 -1.6664
H: 3.4916 0.7137 -1.8996
H: -1.2861 5.4515 2.0537
H: -0.5095 7.0058 1.8551
H: -0.7080 5.9566 0.4504
H: 0.3222 4.5143 3.7446
H: 2.0549 4.8369 3.5914
H: 0.9263 6.1731 3.8310
H: 1.9544 6.3808 0.1975
H: 1.7730 7.3326 1.6723
H: 2.9709 6.0604 1.6128
H: -3.9809 -1.4375 3.4656
H: -4.6466 -3.4746 2.5553
H: -3.5759 -4.8564 2.7961
H: -3.4393 -3.4649 3.8526
H: -3.6760 -3.2226 -0.0492
H: -1.9657 -3.6863 -0.1651
H: -3.1387 -4.8116 0.5332
H: -0.9807 -3.2422 3.3204
H: -1.1232 -4.7057 2.3444
H: -0.4197 -3.2384 1.6438
I: -2.7970 -0.2312 -2.4814
C: -3.7538 -4.0751 -3.2231
I: -1.8503 -4.3145 -3.0435
H: -4.1535 -3.0732 -3.3522
H: -4.4117 -4.9395 -3.1998
N: -2.5582 10.1015 -2.5583
C: -2.1613 9.0269 -2.6261
C: -1.6748 7.6755 -2.6993
C: -2.5634 6.6339 -2.9564
C: -2.0976 5.3321 -3.0246
C: -0.7492 5.0899 -2.8172
C: 0.1471 6.1154 -2.5605
C: -0.3189 7.4170 -2.5101
N: -0.2579 3.7397 -2.8452
C: 0.9502 3.3190 -3.3631
C: 1.0341 1.9924 -3.1135
N: -0.1200 1.5886 -2.4559
C: -0.8654 2.6809 -2.3138
H: -3.6105 6.8488 -3.1175
H: -2.7766 4.5241 -3.2659
H: 1.1938 5.9046 -2.3826
H: 0.3611 8.2340 -2.3121
H: 1.6226 3.9909 -3.8671
H: 1.8439 1.3206 -3.3314
H: -1.8148 2.7316 -1.8078
I: 1.7476 -2.9185 -1.0741
C: 1.5893 -2.1248 -2.9949
C: 2.3220 -2.6350 -4.0457
C: 2.0560 -2.1563 -5.3228
C: 1.0490 -1.2154 -5.5007
C: 0.3761 -0.7430 -4.3966
N: 0.6580 -1.1638 -3.1413
H: 3.0743 -3.3912 -3.8710
H: 2.6196 -2.5289 -6.1687
H: 0.7944 -0.8428 -6.4828
H: -0.4016 0.0022 -4.4830

Atoms 1-2, force components in eV/Å:
W 0.96 0.66 0.66
C 0.01 0.00 0.01

Atomic partial charges in e from the Löwdin method, atoms 1 to 6: 1.42, -0.04, -0.55, -0.02, -0.05, -0.12

---

The following is a DFT calculation (ωB97M-V/def2-TZVPD) of a structure of composition C44H53N7O9PSTl.

Properties
charge: -2
ΔE to the lowest compared entry with this formula, charge and spin: 0.636 eV
LUMO energy (spin up / spin down): 3.76 / 3.70 eV
Kohn-Sham gap (spin up / spin down): 6.19 / 3.26 eV

Atoms and positions in Å:
Tl: 0.5661 0.5584 -0.0741
O: -0.1443 -1.0801 2.9468
C: -1.2971 -1.1726 2.9148
C: -2.5115 -1.7634 3.0993
C: -2.7110 -2.7243 4.1322
C: -3.9846 -3.2879 4.3015
C: -5.0519 -2.8747 3.5095
C: -4.8572 -1.9946 2.4519
C: -3.6040 -1.4407 2.1914
P: -3.4079 -0.2108 0.8600
C: -4.1157 -1.0068 -0.6342
C: -4.1880 -0.2151 -1.8171
C: -4.5175 -0.8045 -3.0420
C: -4.8401 -2.1653 -3.0779
C: -4.7186 -2.9349 -1.9440
C: -4.3912 -2.3494 -0.7285
C: -4.7266 0.9306 1.2796
C: -4.4582 1.7382 2.3881
C: -5.4177 2.7023 2.7086
C: -6.6149 2.8460 1.9990
C: -6.8376 2.0036 0.9188
C: -5.8975 1.0344 0.5555
H: -1.9108 -3.0142 4.8210
H: -4.1187 -4.0936 5.0414
H: -6.0473 -3.2115 3.7178
H: -5.7071 -1.7042 1.7884
H: -3.8921 0.8321 -1.7372
H: -4.4749 -0.1852 -3.9243
H: -5.1996 -2.5792 -4.0217
H: -4.8742 -4.0177 -1.9891
H: -4.2744 -2.9831 0.1452
H: -3.5525 1.5539 2.8905
H: -5.1947 3.4182 3.5127
H: -7.2781 3.6789 2.2192
H: -7.8016 1.9878 0.3731
H: -6.0698 0.4179 -0.3258
N: -1.6504 3.5825 -3.3408
C: -1.1170 3.2824 -2.0737
N: -1.8504 3.7472 -1.0297
O: -0.1520 2.5197 -1.9686
H: -2.0176 4.5322 -3.4458
H: -1.0016 3.3251 -4.0930
H: -2.5006 4.5233 -1.1223
H: -1.5083 3.4838 -0.0868
C: 1.9663 -4.2676 -3.5032
C: 1.2218 -5.0624 -2.4248
C: -0.1668 -4.5297 -2.1166
C: -0.8027 -5.4117 -1.0470
C: -2.2491 -5.1393 -0.5856
C: -1.0603 -4.4902 -3.3845
O: -1.7711 -5.4025 -3.7686
N: -1.0067 -3.2879 -4.1086
C: -0.5122 -2.0541 -3.6608
O: -0.4520 -1.1312 -4.4750
N: -0.2469 -1.9294 -2.3172
C: -0.0718 -3.0203 -1.5507
O: 0.1236 -2.8758 -0.3116
H: 2.9591 -4.7196 -3.7255
H: 2.0651 -3.1798 -3.2848
H: 1.4489 -4.3155 -4.5022
H: 1.8105 -5.0884 -1.5215
H: 1.0579 -6.0810 -2.7241
H: -0.1938 -5.3917 -0.1756
H: -0.7418 -6.4139 -1.4149
H: -2.2960 -4.1540 -0.0465
H: -2.6213 -5.8329 0.1960
H: -2.9633 -5.1732 -1.4270
H: -1.4998 -3.1918 -4.9961
C: 5.6798 -1.7148 -3.1548
C: 5.0006 -0.8464 -4.2762
C: 4.3402 0.4787 -3.8269
C: 3.4365 0.3612 -2.5978
N: 4.1619 0.7796 -1.3864
C: 3.8897 0.2956 -0.1718
S: 3.1032 -1.1732 0.1742
N: 4.1066 1.1492 0.8516
C: 5.3238 1.8906 1.0631
C: 6.6146 1.0509 1.1316
C: 7.9000 1.8691 1.4113
C: 7.9116 2.4418 2.8267
H: 5.9802 -2.7011 -3.5125
H: 4.9984 -1.9526 -2.3248
H: 6.4829 -1.1277 -2.6807
H: 4.2533 -1.4196 -4.8157
H: 5.7512 -0.5494 -5.0285
H: 3.7996 0.9160 -4.6722
H: 5.1742 1.1753 -3.6273
H: 3.0802 -0.6590 -2.4530
H: 2.5148 0.9351 -2.7333
H: 4.4724 1.7330 -1.4232
H: 3.5892 0.8577 1.6917
H: 5.1583 2.4506 1.9978
H: 5.4176 2.6580 0.2733
H: 6.6914 0.5265 0.1797
H: 6.4727 0.2525 1.8540
H: 8.0116 2.6393 0.6432
H: 8.7637 1.2174 1.3116
H: 7.0610 3.0613 3.0218
H: 8.7797 3.0963 2.9796
H: 7.8429 1.6294 3.5880
O: 1.3844 2.1107 2.0124
C: 0.2683 2.6683 1.9786
O: -0.7367 2.3749 1.2288
C: -0.0411 3.7625 2.9937
C: -1.3352 4.3600 2.9632
C: -1.6673 5.4687 3.7280
C: -0.6831 6.0600 4.4976
C: 0.5854 5.4678 4.6103
C: 0.8808 4.3558 3.8313
N: 1.5044 6.0195 5.5820
O: 1.2573 7.1625 6.0286
O: 2.4241 5.2706 5.9113
H: -2.0819 3.9137 2.3329
H: -2.6720 5.9144 3.6418
H: -0.8565 6.9934 5.0634
H: 1.9279 4.0348 3.8690

Atoms 1-2, force components in eV/Å:
Tl -0.53 -0.22 -0.27
O 0.06 0.49 -0.55

Atomic partial charges in e from the Löwdin method, atoms 1 to 6: 0.92, 0.20, -0.11, -0.22, -0.03, -0.10

---

The following is a DFT calculation (ωB97M-V/def2-TZVPD) of a structure of composition C44H56F2O5PSSeSn.

Properties
charge: -1
ΔE to the lowest compared entry with this formula, charge and spin: 0.000 eV
LUMO energy: 1.90 eV
Kohn-Sham gap: 6.41 eV

Atoms and positions in Å:
Sn: -0.9500 0.4976 -0.0787
C: -4.0352 -2.4942 2.4754
C: -3.3526 -1.1858 2.2237
C: -3.7561 -0.1995 3.3362
O: -1.9586 -1.3926 2.2838
C: -3.8321 -0.5625 0.8815
O: -4.9032 -0.9297 0.4375
O: -3.0587 0.3110 0.3571
H: -3.7891 -2.8413 3.4672
H: -3.6820 -3.2133 1.7459
H: -5.0960 -2.3778 2.3439
H: -3.2402 -0.4233 4.2514
H: -4.8206 -0.2477 3.5989
H: -3.4867 0.8414 3.0990
H: -1.5429 -0.5549 2.4619
F: -0.6652 3.3818 -1.5364
C: -1.5943 2.3491 -1.3910
F: -1.8806 1.9806 -2.7312
H: -2.4943 2.8184 -0.9647
O: 6.5374 1.8239 5.4687
C: 6.4934 0.6053 4.8825
O: 7.3257 -0.2047 5.1279
C: 5.3894 0.3253 3.9128
C: 4.4119 1.2348 3.5124
C: 3.3932 0.8462 2.6563
C: 3.4161 -0.4079 2.1001
S: 2.1277 -0.9150 0.9677
C: 4.4078 -1.3297 2.4645
C: 5.3953 -0.9719 3.3648
H: 5.7536 2.3303 5.2131
H: 4.4160 2.2352 3.9031
H: 2.5643 1.5219 2.3827
H: 4.3508 -2.3414 2.0604
H: 6.1274 -1.6900 3.6951
C: 0.0362 -1.3660 -4.6727
C: -0.6932 -2.6011 -4.1232
C: -1.3658 -3.3161 -5.2848
P: -1.6112 -2.2201 -2.5361
C: -3.4154 -2.0047 -2.8499
C: -3.6759 -0.9002 -3.8449
C: -4.3060 -3.2222 -3.1361
C: -1.5338 -3.8191 -1.5827
C: -0.3866 -3.7697 -0.5656
C: -1.5728 -5.0624 -2.4677
H: 0.8077 -1.6228 -5.3795
H: 0.4795 -0.8153 -3.8190
H: -0.6678 -0.7113 -5.1617
H: 0.1106 -3.2441 -3.7263
H: -1.9795 -2.6044 -5.8207
H: -1.9909 -4.1532 -4.9688
H: -0.6241 -3.6384 -6.0177
H: -3.7222 -1.6241 -1.8338
H: -3.4070 -1.1677 -4.8661
H: -3.1154 0.0069 -3.5739
H: -4.7381 -0.6953 -3.8627
H: -4.1093 -3.6688 -4.1004
H: -5.3224 -2.8876 -3.1253
H: -4.1509 -4.0182 -2.4139
H: -2.4413 -3.8646 -0.9483
H: 0.6068 -3.6919 -1.0850
H: -0.3798 -4.7135 -0.0053
H: -0.4837 -2.9153 0.1084
H: -0.7793 -5.1496 -3.1602
H: -2.4751 -5.0866 -3.0627
H: -1.5954 -5.9380 -1.8258
C: 4.0277 -1.6000 -5.6693
C: 3.5662 -2.7052 -4.9616
C: 3.1904 -2.5931 -3.6387
C: 3.2678 -1.3544 -2.9678
C: 3.7251 -0.2546 -3.6985
C: 4.0940 -0.3857 -5.0155
C: 2.8087 -1.3643 -1.5627
C: 2.8098 -0.4245 -0.6110
C: 3.1861 0.9910 -0.7871
C: 4.4324 1.4740 -0.3609
C: 4.7672 2.7952 -0.5954
C: 3.9045 3.6256 -1.2829
C: 2.6773 3.1522 -1.7346
C: 2.3353 1.8474 -1.4688
H: 4.3307 -1.6450 -6.6973
H: 3.4934 -3.6542 -5.4937
H: 2.7321 -3.4543 -3.1651
H: 3.7108 0.7263 -3.2245
H: 4.4782 0.4929 -5.5509
H: 2.4820 -2.3053 -1.2117
H: 5.0777 0.8004 0.1675
H: 5.6995 3.1498 -0.2436
H: 4.0920 4.6552 -1.4478
H: 2.0478 3.8358 -2.2757
H: 1.4160 1.4531 -1.8324
C: -3.5850 5.8920 5.8434
C: -2.9034 4.9178 4.9390
C: -2.2423 3.8185 5.5124
C: -1.5425 2.9103 4.7042
C: -0.9319 1.7059 5.4010
C: -1.4058 3.1171 3.3232
Se: -0.2673 1.8968 2.3487
C: -2.0212 4.2110 2.7340
C: -1.7926 4.5889 1.3001
C: -2.7691 5.0762 3.5496
H: -3.3732 5.6183 6.8746
H: -4.6964 5.8943 5.7326
H: -3.2560 6.9452 5.7298
H: -2.2298 3.6624 6.5607
H: -1.1360 1.7205 6.4743
H: 0.1355 1.6776 5.2313
H: -1.3540 0.7735 4.9509
H: -0.7985 4.2889 0.9856
H: -1.9340 5.6647 1.1743
H: -2.5132 4.0870 0.6466
H: -3.2059 5.9408 3.0529

Atoms 1-2, force components in eV/Å:
Sn -0.48 0.63 -0.05
C 0.31 -0.29 -0.39

Atomic partial charges in e from the Löwdin method, atoms 1 to 6: 1.00, -0.03, -0.55, -0.01, -0.06, -0.61

---

The following is a DFT calculation (ωB97M-V/def2-TZVPD) of a structure of composition C44H56Ge2IN9O3SSn.

Properties
charge: +3
multiplicity: 2
LUMO energy (spin up / spin down): -7.56 / -9.79 eV
Kohn-Sham gap (spin up / spin down): 8.06 / 5.84 eV

Atoms and positions in Å:
Sn: 0.0433 0.4673 0.7740
C: -5.9422 1.0932 6.0797
C: -4.6801 1.4061 5.3367
C: -4.5096 1.0294 4.0029
C: -3.3305 1.2988 3.3333
C: -2.3202 1.9732 4.0051
C: -2.4640 2.3803 5.3247
C: -3.6430 2.0844 5.9830
S: -0.7930 2.2439 3.1986
O: -0.0494 3.3115 3.7735
O: -0.1006 0.9457 3.0698
N: -1.1080 2.5089 1.6010
C: -1.4588 3.6822 1.0987
C: -1.9887 4.7762 1.8355
C: -2.4001 5.9235 1.1912
C: -2.2793 6.0509 -0.1875
C: -1.7075 5.0112 -0.9687
C: -1.5086 5.1229 -2.3572
C: -0.9230 4.0807 -3.0326
C: -0.5593 2.9362 -2.3173
N: -0.7272 2.8030 -1.0108
C: -1.2917 3.8204 -0.3422
H: -6.6187 0.4724 5.4969
H: -6.4628 2.0167 6.3395
H: -5.7107 0.5833 7.0152
H: -5.3170 0.5234 3.4882
H: -3.1783 0.9910 2.3045
H: -1.6542 2.9063 5.8153
H: -3.7684 2.3856 7.0153
H: -2.0750 4.6913 2.9096
H: -2.8211 6.7372 1.7657
H: -2.6049 6.9549 -0.6867
H: -1.8208 6.0229 -2.8721
H: -0.7422 4.1335 -4.0970
H: -0.1241 2.0831 -2.8277
C: 2.9403 -1.7708 5.3453
C: 3.7569 -0.4827 5.4301
C: 2.8669 0.7179 5.7422
C: 4.5937 -0.2352 4.1557
N: 3.7868 -0.2419 2.9407
C: 3.3501 -1.2892 2.2184
N: 2.5773 -0.8382 1.2581
N: 2.5637 0.5067 1.4201
N: 3.2695 0.8636 2.4280
H: 2.4915 -1.9891 6.3133
H: 3.5654 -2.6251 5.0736
H: 2.1225 -1.6744 4.6265
H: 4.4906 -0.5942 6.2313
H: 2.1331 0.8896 4.9506
H: 3.4601 1.6246 5.8643
H: 2.3239 0.5425 6.6712
H: 5.3622 -0.9999 4.0528
H: 5.0674 0.7426 4.2116
H: 3.6251 -2.3161 2.3854
N: -3.4589 -2.0558 1.8240
C: -2.1537 -2.1489 2.0711
O: -1.3208 -1.5275 1.3852
C: -1.7476 -3.1052 3.1574
I: -1.3399 -2.0008 4.9615
H: -3.7859 -1.4733 1.0649
H: -4.1360 -2.5672 2.3644
H: -0.8277 -3.6141 2.8914
H: -2.5257 -3.8195 3.4036
N: 0.9403 -0.1778 -2.0931
C: 2.0095 0.0799 -2.5103
N: 3.1450 0.3948 -2.9935
C: 4.4146 0.1072 -2.2986
C: 5.2054 -0.9579 -3.0765
C: 4.7876 -0.9847 -4.5557
C: 4.4917 0.4302 -5.0521
C: 3.2441 0.9848 -4.3554
H: 4.1881 -0.2079 -1.2812
H: 4.9682 1.0451 -2.2484
H: 5.0582 -1.9430 -2.6333
H: 6.2663 -0.7207 -2.9992
H: 3.8968 -1.6071 -4.6877
H: 5.5827 -1.4317 -5.1492
H: 4.3146 0.4333 -6.1266
H: 5.3545 1.0708 -4.8626
H: 2.3416 0.7151 -4.9027
H: 3.2900 2.0720 -4.2681
C: -0.0231 -4.0132 0.0263
Ge: 0.6906 -3.8105 -1.7924
C: 2.6270 -3.4718 -1.7256
C: 0.1488 -5.2056 -3.0630
Ge: -0.3576 -1.6902 -2.6943
C: -0.2292 -1.1728 -4.5883
C: -1.0600 -0.1769 -5.0978
C: -0.9184 0.2374 -6.4150
C: 0.0470 -0.3427 -7.2280
C: 0.8723 -1.3417 -6.7285
C: 0.7351 -1.7544 -5.4103
C: -2.1464 -1.0963 -2.1064
C: -3.1275 -2.0673 -2.3173
C: -4.4629 -1.7973 -2.0532
C: -4.8320 -0.5540 -1.5543
C: -3.8635 0.4192 -1.3395
C: -2.5296 0.1506 -1.6242
H: 0.4818 -4.8520 0.5078
H: -1.0926 -4.2208 0.0094
H: 0.1593 -3.1067 0.6017
H: 3.1059 -4.3411 -1.2728
H: 2.8416 -2.5969 -1.1101
H: 3.0449 -3.3407 -2.7237
H: 0.7671 -6.0916 -2.9189
H: 0.2733 -4.8620 -4.0891
H: -0.8917 -5.4868 -2.9070
H: -1.8311 0.2557 -4.4691
H: -1.5723 1.0027 -6.8130
H: 0.1449 -0.0267 -8.2581
H: 1.6086 -1.8072 -7.3712
H: 1.3708 -2.5473 -5.0262
H: -2.8464 -3.0402 -2.7111
H: -5.2171 -2.5468 -2.2542
H: -5.8734 -0.3333 -1.3582
H: -4.1505 1.4048 -0.9898
H: -1.8043 0.9527 -1.5411

Atoms 1-2, force components in eV/Å:
Sn -0.42 0.17 0.29
C -0.02 0.08 0.04

Atomic partial charges in e from the Löwdin method, atoms 1 to 6: 1.50, -0.02, -0.24, -0.02, -0.07, -0.32

---

| no. | energy (Eh) |
| --- | --- |
| 1 | -3091.9728 |
| 2 | -3680.9707 |
| 3 | -5641.5533 |
| 4 | -7491.9736 |